# 1
# C14H20BF8N8O17S4V2

C14H20BF8N8O17S4V2 as an isolated structure (ωB97M-V with the def2-TZVPD basis set, the OMol25 dataset).

The spin multiplicity is 2. As for the LUMO energy (alpha / beta): 2.61 / 2.60 eV. As for the expectation value of S²: 0.81. Its HOMO energy (alpha / beta) is -4.257 / -4.260 eV. Its net charge is -2.

Cartesian coordinates (Å):
O 6.15 -1.13 0.79
V 5.23 -0.48 -0.30
O 5.99 0.77 -1.06
O -0.83 0.08 -0.07
V 0.51 0.61 0.64
B 1.49 3.75 4.52
F 1.27 2.50 4.07
F 2.37 4.36 3.66
F 0.32 4.54 4.68
F 2.09 3.69 5.77
N 1.52 1.43 -0.97
S 2.37 0.64 -2.29
O 3.58 -0.05 -1.94
O 2.31 1.21 -3.63
F 1.25 -0.58 -2.39
S 2.01 2.80 -1.42
O 1.21 3.64 -2.30
O 3.44 3.01 -1.41
F 1.48 3.43 -0.04
N -0.20 -2.89 3.43
S -0.13 -1.17 3.72
O -0.58 -0.68 5.04
O -0.25 -0.29 2.56
F 1.50 -1.17 3.85
S -1.67 -2.91 3.29
O -2.18 -2.42 2.02
O -2.51 -2.82 4.44
F -1.65 -4.53 3.19
O 2.10 1.31 1.99
C 3.45 1.46 1.90
O 4.01 2.22 2.76
O 4.07 0.88 1.01
H 2.06 1.74 2.85
O 2.42 -3.29 1.37
C 2.52 -2.23 0.55
O 3.54 -2.20 -0.15
O 1.63 -1.34 0.47
H 3.32 -3.52 1.15
C -2.88 2.56 -3.25
C -3.21 2.16 -1.92
N -3.55 1.87 -0.86
H -1.94 2.11 -3.55
H -2.89 3.65 -3.25
H -3.66 2.22 -3.94
C -3.03 3.72 1.90
C -1.80 3.01 1.59
N -0.84 2.41 1.34
H -3.34 4.22 0.98
H -2.84 4.47 2.68
H -3.70 2.93 2.25
C -5.47 -1.16 3.20
C -4.25 -0.24 3.13
N -3.31 0.45 3.13
H -5.16 -2.09 3.66
H -5.91 -1.45 2.24
H -6.18 -0.51 3.70
C -2.55 -3.26 -0.93
C -3.65 -2.70 -1.68
N -4.51 -2.21 -2.29
H -2.01 -2.51 -0.34
H -1.80 -3.60 -1.64
H -2.91 -4.11 -0.35
C 1.63 -3.73 -3.26
C 2.60 -3.02 -4.10
N 3.40 -2.51 -4.71
H 0.75 -3.99 -3.85
H 1.23 -3.04 -2.51
H 2.06 -4.60 -2.77
C 1.01 -0.01 -6.44
C 0.21 -0.73 -5.36
N -0.47 -1.26 -4.58
H 0.60 0.99 -6.55
H 1.12 -0.56 -7.37
H 2.02 0.17 -6.08

=====

# 2
# C14H20BN3Tc

C14H20BN3Tc as an isolated structure (ωB97M-V with the def2-TZVPD basis set, the OMol25 dataset).

The spin multiplicity is 4. As for the LUMO energy (alpha / beta): -8.56 / -8.82 eV. As for the expectation value of S²: 3.78. Its HOMO energy (alpha / beta) is -15.950 / -15.959 eV. For the energy above the lowest of the compared OMol25 structures with the same formula, charge and spin, the calculation gives 28.8 kcal per mole. Its net charge is +2.

Cartesian coordinates (Å):
C -0.25 1.57 1.41
C -0.48 -1.31 1.38
H 0.71 2.02 1.69
H -0.85 1.59 2.32
H -0.94 2.31 0.92
H 0.10 -2.22 1.14
H 0.65 -1.52 2.58
H -1.41 -1.60 1.85
C 0.49 2.68 -1.60
C 0.85 3.46 -2.69
C 1.08 2.85 -3.93
C 0.95 1.48 -4.05
H 0.31 3.09 -0.59
H 0.94 4.53 -2.55
H 1.37 3.43 -4.79
H 1.13 0.93 -4.97
N 0.36 1.34 -1.74
C 0.59 0.71 -2.93
C 0.45 -0.75 -2.94
N 0.18 -1.35 -1.75
C 0.05 -2.71 -1.65
C 0.48 -2.92 -4.02
C 0.20 -3.51 -2.77
H -0.16 -3.11 -0.65
H 0.10 -4.58 -2.66
C 0.60 -1.54 -4.10
H 0.81 -1.01 -5.02
H 0.60 -3.52 -4.91
Tc -0.01 0.04 -0.08
C -1.99 0.03 -0.20
H -2.43 -0.98 -0.31
H -2.34 0.59 -1.08
H -2.53 0.48 0.65
B -0.01 0.01 4.88
C 0.04 0.05 3.38
N 0.38 -0.57 2.35
H 1.01 -0.58 5.23
H -1.00 -0.58 5.23
H 0.00 1.16 5.21

=====

# 3
# C14H20BrFIN3O4S

A 2-piece molecular cluster, C14H20BrFIN3O4S overall (ωB97M-V with the def2-TZVPD basis set, the OMol25 dataset).

The spin multiplicity is 1. As for the LUMO energy: -1.68 eV. Its HOMO energy is -4.585 eV. For the energy above the lowest of the compared OMol25 structures with the same formula, charge and spin, the calculation gives 0.0 kcal per mole.

Cartesian coordinates (Å):
O 1.38 -3.23 1.99
C 0.33 -2.74 2.20
F 0.15 -2.15 3.45
C -0.91 -2.71 1.27
C -0.64 -2.35 -0.22
C 0.69 -2.83 -0.94
C 0.53 -1.97 -2.28
C 0.22 -0.54 -1.63
I -0.50 0.79 -3.21
C 1.52 -0.01 -0.93
C 2.77 0.12 -1.88
S 4.24 -0.63 -1.04
C 5.14 0.64 -0.14
N 4.78 1.51 0.80
N 5.93 2.18 1.11
C 6.92 1.71 0.36
O 6.47 0.71 -0.48
N -0.94 -0.97 -0.76
C -1.68 0.04 0.05
C -0.86 0.78 1.14
O 0.06 0.37 1.77
Br -1.43 2.63 1.47
H -1.71 -2.10 1.78
H -1.33 -3.76 1.28
H -1.40 -2.99 -0.76
H 0.66 -3.94 -1.06
H 1.66 -2.66 -0.41
H -0.38 -2.34 -2.84
H 1.33 -2.03 -3.05
H 1.29 1.04 -0.58
H 1.77 -0.56 0.02
H 3.00 1.18 -2.14
H 2.67 -0.44 -2.85
H 7.98 2.01 0.36
H -1.64 -1.19 -1.49
H -2.13 0.81 -0.63
H -2.55 -0.46 0.55
C -5.86 3.51 1.77
C -4.97 2.99 0.62
O -5.76 2.42 -0.30
H -6.42 2.71 2.25
H -5.24 3.99 2.55
H -6.57 4.27 1.42
H -4.21 2.34 1.11
H -4.35 3.86 0.31

=====

We obtain DFT total energy values of -178709.283; -22163.945; -119190.892 eV for the records listed above, in that order.
We obtain strongest force on any atom values of 0.1964; 0.0593; 0.0589 Eh/bohr for the records listed above, in that order.